Version a
Here is C6H8O2 in the gas phase from the OMol25 dataset. Energies are from wB97M-V/def2-TZVPD.

As for the spin multiplicity: 1. The value obtained for the frontier orbital gap is 10.76 eV. The SMILES is C=C1C[C@H]1CC(=O)O.

Last column: natural (NBO) charge in e.
Geometry (Å):
C 2.487 0.936 -0.362  -0.3826
C 1.615 0.010 0.012  -0.0395
C 1.132 -0.776 1.113  -0.4553
C 0.767 -1.034 -0.339  -0.2501
C -0.751 -0.868 -0.748  -0.5175
C -1.542 0.190 -0.053  0.7764
O -2.687 0.036 0.279  -0.5635
O -0.961 1.398 0.125  -0.6766
H 2.914 1.644 0.373  0.2167
H 2.758 0.958 -1.419  0.2076
H 0.418 -0.387 1.807  0.2332
H 1.878 -1.371 1.646  0.2327
H 1.218 -1.880 -0.816  0.2335
H -1.282 -1.825 -0.544  0.2507
H -0.918 -0.706 -1.798  0.2418
H -0.047 1.352 -0.222  0.4927

=====

Version b
Here is C6H8O2 in the gas phase from the OMol25 dataset. Energies are from wB97M-V/def2-TZVPD.

As for the spin multiplicity: 1. The value obtained for the frontier orbital gap is 9.28 eV. The SMILES is C/C=C(\C=O)C(C)=O.

Last column: natural (NBO) charge in e.
Geometry (Å):
C 2.022 1.020 0.069  -0.6618
C 0.553 0.611 -0.339  -0.0545
C 0.021 -0.578 -0.283  -0.2577
C 0.905 -1.861 -0.103  0.3697
O 2.169 -1.838 0.169  -0.5359
C -1.579 -0.724 -0.153  0.5987
C -2.235 0.685 0.145  -0.7403
O -2.177 -1.775 0.057  -0.5234
H 2.372 2.003 0.323  0.2264
H 2.351 0.598 0.934  0.2374
H 2.681 0.645 -0.812  0.2367
H -0.202 1.462 -0.200  0.2142
H 0.613 -2.942 -0.344  0.1729
H -1.736 1.254 0.857  0.2254
H -2.462 1.218 -0.840  0.2419
H -3.296 0.223 0.519  0.2501

=====

Version c
Here is C6H8O2 in the gas phase from the OMol25 dataset. Energies are from wB97M-V/def2-TZVPD.

As for the spin multiplicity: 1. The value obtained for the frontier orbital gap is 9.89 eV. The SMILES is O=C[C@H]1OC[C@H]2C[C@@H]21.

Last column: natural (NBO) charge in e.
Geometry (Å):
O 3.030 0.707 -0.273  -0.5673
C 2.307 -0.321 0.262  0.3935
C 0.934 -0.154 -0.297  -0.0772
O 0.283 -1.421 -0.335  -0.5503
C -1.090 -1.359 0.119  -0.0758
C -1.267 0.105 -0.446  -0.2300
C -1.267 1.602 0.025  -0.3498
C -0.064 0.681 0.193  -0.2078
H 2.756 -1.150 1.149  0.1915
H 1.481 0.233 -1.310  0.2571
H -1.416 -2.153 -0.468  0.2070
H -1.273 -1.499 1.172  0.1867
H -1.035 0.210 -1.477  0.2095
H -1.704 2.078 -0.709  0.2126
H -1.449 2.364 1.029  0.2406
H -0.225 0.075 1.363  0.1597

=====

version a (0.0553 hartree below the next structure)

=====

Version a
Here is C6H8O2 in the gas phase from the OMol25 dataset. Energies are from wB97M-V/def2-TZVPD.

As for the spin multiplicity: 1. The value obtained for the frontier orbital gap is 8.77 eV. The SMILES is Cc1cc(O)c(C)o1.

Last column: natural (NBO) charge in e.
Geometry (Å):
C -2.618 -0.159 0.081  -0.6558
C -1.172 0.156 -0.067  0.3075
C -0.434 1.284 -0.065  -0.3647
C 0.831 0.822 -0.018  0.1920
O 1.886 1.744 0.085  -0.6948
C 0.984 -0.484 0.017  0.1971
C 1.984 -1.588 -0.001  -0.6491
O -0.303 -0.944 -0.108  -0.4262
H -3.069 0.948 0.104  0.2221
H -2.766 -0.503 1.111  0.2348
H -2.962 -0.801 -0.763  0.2383
H -0.720 2.389 -0.364  0.2311
H 1.615 2.625 -0.147  0.4738
H 1.988 -1.965 1.064  0.2243
H 1.800 -2.435 -0.678  0.2358
H 2.956 -1.090 -0.253  0.2338

=====

Version b
Here is C6H8O2 in the gas phase from the OMol25 dataset. Energies are from wB97M-V/def2-TZVPD.

As for the spin multiplicity: 1. The value obtained for the frontier orbital gap is 10.93 eV. The SMILES is C1O[C@H]2OC[C@H]3[C@@H]1[C@@H]23.

Last column: natural (NBO) charge in e.
Geometry (Å):
C -1.558 -0.022 -0.609  -0.0849
O -1.225 -1.354 -0.039  -0.5253
C -0.014 -1.188 0.677  0.3529
O 1.164 -1.386 -0.075  -0.5171
C 1.523 -0.195 -0.676  -0.0797
C 0.910 0.951 0.099  -0.2357
C -0.658 1.031 0.032  -0.2671
C 0.045 0.297 1.112  -0.2852
H -1.474 -0.050 -1.676  0.1772
H -2.645 0.021 -0.423  0.2006
H 0.082 -2.015 1.439  0.1932
H 2.592 -0.145 -0.689  0.1934
H 1.092 -0.218 -1.715  0.1685
H 1.492 1.851 0.384  0.2430
H -1.123 1.962 0.008  0.2310
H -0.203 0.459 2.150  0.2353

=====

Version c
Here is C6H8O2 in the gas phase from the OMol25 dataset. Energies are from wB97M-V/def2-TZVPD.

As for the spin multiplicity: 1. The value obtained for the frontier orbital gap is 10.06 eV. The SMILES is C1O[C@H]2CO[C@@H]3[C@H]1[C@@H]32.

Last column: natural (NBO) charge in e.
Geometry (Å):
C -1.256 -0.260 -1.324  -0.0995
O -1.825 0.552 -0.067  -0.5279
C -0.441 0.841 0.257  0.0718
C 0.639 1.451 1.182  -0.1025
O 1.821 0.605 0.593  -0.5191
C 1.240 -0.657 0.187  0.1051
C 0.067 -1.208 -0.741  -0.2390
C -0.045 -0.753 0.573  -0.3050
H -1.295 0.606 -2.002  0.2088
H -2.021 -0.892 -1.695  0.1923
H 0.115 1.044 -0.738  0.1703
H 0.326 1.054 2.145  0.1961
H 1.050 2.537 1.009  0.2307
H 1.858 -1.460 0.087  0.1988
H 0.237 -2.221 -0.896  0.2138
H -0.470 -1.240 1.431  0.2053

=====

Version d
Here is C6H8O2 in the gas phase from the OMol25 dataset. Energies are from wB97M-V/def2-TZVPD.

As for the spin multiplicity: 1. The value obtained for the frontier orbital gap is 10.27 eV. The SMILES is O=CO[C@H]1C[C@H]2C[C@H]21.

Last column: natural (NBO) charge in e.
Geometry (Å):
O 1.542 1.173 0.517  -0.5802
C 1.953 0.236 -0.180  0.6404
O 1.241 -0.973 -0.391  -0.5061
C -0.099 -1.009 -0.229  0.0799
C -0.675 -0.665 1.094  -0.4468
C -1.811 0.009 0.353  -0.2155
C -1.279 1.219 -0.373  -0.4232
C -0.961 -0.022 -0.943  -0.2592
H 2.977 0.244 -0.482  0.1433
H -0.258 -2.035 -0.366  0.2044
H -0.152 0.129 1.735  0.2278
H -0.754 -1.575 1.733  0.2130
H -2.871 -0.143 0.610  0.2282
H -2.186 1.900 -0.735  0.2384
H -0.495 1.810 0.138  0.2416
H -1.291 -0.520 -1.983  0.2140

=====

version a (0.0084 hartree below the next structure)